16
Properties=species:S:1:pos:R:3:forces:R:3:lowdin_charge:R:1 method="wB97M-V/def2-TZVPD" relative_energy_kj_mol=433.6 largest_force_ha_per_bohr=0.108 total_energy_ha=-288.61691 homo_ev=-9.1 spin_multiplicity=1 total_charge=0 smiles=C[C@@H]1[C@H](C)[C@@H]1C#N orbital_gap_ev=9.88
C -0.286 1.472 0.987 -0.046 0.004 0.153 -0.050
C -0.556 0.906 -0.381 0.223 0.052 0.258 -0.248
C 0.385 -0.076 -1.007 -1.821 -1.627 0.226 -0.288
C 1.285 -0.950 -0.039 3.315 3.770 -2.325 -0.094
C -1.016 -0.501 -0.655 -0.484 -0.341 -0.373 -0.197
C -0.813 -1.529 0.344 -3.295 -0.670 0.563 -0.281
N -1.025 -2.383 1.097 0.619 0.370 -0.365 0.173
H 0.267 0.763 1.606 -0.121 0.126 -0.028 0.071
H 0.313 2.384 0.896 -0.121 -0.116 0.063 0.085
H -1.218 1.710 1.504 0.048 0.049 -0.016 0.084
H -1.037 1.617 -1.063 0.368 -0.355 0.075 0.146
H 0.662 0.039 -2.070 0.132 -0.268 0.877 0.150
H 1.561 -1.980 -0.368 0.036 1.359 -0.420 0.097
H 1.796 0.099 -0.463 2.565 -2.866 1.595 0.139
H 1.421 -0.889 1.044 -0.970 0.529 -0.467 0.074
H -1.739 -0.684 -1.432 -0.448 -0.015 0.184 0.137



16
Properties=species:S:1:pos:R:3:forces:R:3:lowdin_charge:R:1 method="wB97M-V/def2-TZVPD" relative_energy_kj_mol=255.7 largest_force_ha_per_bohr=0.009 total_energy_ha=-288.68466 homo_ev=-8.1 spin_multiplicity=1 total_charge=0 orbital_gap_ev=8.71
C -0.913 -0.570 -0.989 0.006 -0.047 -0.183 -0.033
C -1.083 0.615 1.840 0.456 -0.052 0.096 -0.058
C -0.678 1.777 0.975 0.187 0.076 0.141 -0.116
C 0.204 1.404 0.037 -0.159 -0.105 0.005 -0.031
C 0.203 -0.105 -0.011 -0.023 -0.048 -0.133 -0.548
C 1.470 -0.878 -0.353 0.087 -0.012 0.044 -0.033
N -0.371 -0.369 1.313 -0.322 -0.005 0.146 -0.017
H -1.197 -1.600 -0.744 0.159 0.121 -0.169 0.085
H -1.801 0.057 -0.878 0.193 -0.094 -0.034 0.090
H -0.561 -0.535 -2.022 -0.100 0.012 0.022 0.083
H -1.049 2.780 1.167 0.286 -0.140 0.020 0.081
H 0.832 2.025 -0.596 -0.417 -0.076 -0.206 0.113
H 1.239 -1.950 -0.345 0.111 0.128 0.061 0.083
H 1.778 -0.637 -1.376 -0.015 0.027 0.193 0.085
H 2.313 -0.697 0.317 -0.164 0.094 0.030 0.084
H -0.386 -1.318 1.664 -0.285 0.120 -0.033 0.130



16
Properties=species:S:1:pos:R:3:forces:R:3:lowdin_charge:R:1 method="wB97M-V/def2-TZVPD" relative_energy_kj_mol=4.1 largest_force_ha_per_bohr=0.004 total_energy_ha=-288.78046 homo_ev=-7.7 spin_multiplicity=1 total_charge=0 smiles=Cc1ccc(C)[nH]1 orbital_gap_ev=8.71
C -0.058 2.537 0.186 0.001 0.091 0.009 -0.046
C 0.145 1.111 -0.216 0.092 -0.028 -0.012 -0.338
C 1.088 0.511 -1.012 -0.026 0.138 0.060 -0.064
C 0.925 -0.901 -0.891 -0.074 -0.113 0.061 -0.064
C -0.116 -1.129 -0.026 0.101 -0.015 -0.015 -0.334
C -0.670 -2.394 0.549 -0.021 -0.091 0.016 -0.043
N -0.587 0.102 0.365 0.009 -0.012 0.032 0.086
H 0.246 2.690 1.229 -0.066 0.001 -0.140 0.077
H 0.553 3.202 -0.429 -0.077 -0.130 0.023 0.076
H -1.101 2.863 0.093 0.121 -0.087 -0.027 0.073
H 1.847 1.026 -1.587 -0.134 -0.044 0.074 0.098
H 1.522 -1.665 -1.374 -0.100 0.116 0.102 0.099
H -1.508 -2.810 -0.023 0.106 0.122 0.031 0.074
H 0.114 -3.155 0.592 -0.131 0.092 -0.045 0.077
H -1.017 -2.232 1.577 0.045 -0.027 -0.154 0.073
H -1.382 0.244 0.967 0.156 -0.014 -0.015 0.156



16
Properties=species:S:1:pos:R:3:forces:R:3:lowdin_charge:R:1 method="wB97M-V/def2-TZVPD" relative_energy_kj_mol=690.3 largest_force_ha_per_bohr=0.011 total_energy_ha=-288.51912 homo_ev="-6.5 / -6.5" spin_multiplicity=1 total_charge=0 orbital_gap_ev="7.39 / 7.38"
C 1.852 -0.503 -0.083 -0.239 0.025 0.003 0.022
N 0.585 -0.315 -0.041 0.487 -0.239 -0.037 -0.120
C -0.457 -0.056 1.013 0.075 -0.027 0.343 -0.229
C -0.621 1.168 0.131 -0.378 0.116 0.014 -0.139
C -0.492 0.148 -0.985 0.057 0.039 -0.343 -0.229
C -1.542 -0.963 -0.741 -0.031 -0.048 0.139 -0.032
C -1.518 -1.098 0.585 -0.046 -0.017 -0.139 -0.032
H 2.395 -0.674 0.839 -0.094 0.013 -0.111 0.086
H 2.361 -0.485 -1.039 -0.090 -0.007 0.117 0.086
H 2.061 1.886 0.149 -0.034 0.072 0.008 0.035
H -0.105 -0.019 2.047 -0.078 -0.014 -0.151 0.136
H 1.278 1.948 0.171 0.171 0.024 0.000 0.016
H -1.457 1.862 0.217 0.099 -0.071 -0.012 0.076
H -0.177 0.393 -2.003 -0.065 -0.040 0.153 0.136
H -2.105 -1.508 -1.488 0.081 0.078 0.115 0.093
H -2.059 -1.783 1.227 0.084 0.096 -0.100 0.093